## P
{
  "formula": "C5H12NO",
  "method": "the ωB97M-V functional and the def2-TZVPD basis",
  "species": ["H", "C", "H", "C", "H", "H", "C", "C", "H", "H", "H", "C", "H", "H", "H", "H", "H", "O", "N"],
  "coordinates": [[-0.720, 3.174, 1.304], [-0.279, -1.939, -1.262], [-1.925, -2.231, -2.536], [1.853, 0.186, 0.808], [0.351, 0.565, -0.659], [-0.426, -1.855, -0.147], [-1.109, 2.198, 1.582], [-0.446, 1.102, 1.228], [-1.988, 2.167, 2.214], [-0.852, 0.131, 1.509], [1.473, -0.805, 1.065], [0.703, 1.033, 0.276], [-0.158, -3.034, -1.464], [2.640, 0.046, 0.073], [2.268, 0.633, 1.719], [1.048, 2.056, 0.075], [-1.511, -0.673, -2.262], [0.716, -1.175, -1.705], [-1.638, -1.578, -1.819]],
  "lumo_energy_ha": 0.146,
  "gap_ev": 6.583,
  "e_homo_ev": -2.619,
  "charge": -1
}



## Q
{
  "formula": "C5H12NO",
  "method": "the ωB97M-V functional and the def2-TZVPD basis",
  "species": ["C", "H", "H", "H", "H", "C", "H", "H", "N", "H", "H", "H", "O", "C", "C", "H", "H", "C", "H"],
  "coordinates": [[0.708, 1.126, -1.308], [2.070, -0.656, 2.622], [1.944, -0.496, 0.176], [1.512, 1.866, -1.087], [-2.468, -1.071, -1.464], [-1.974, -0.220, -0.980], [-0.157, 1.788, -1.606], [-2.733, 0.325, -0.420], [1.423, 0.112, 0.822], [0.733, -1.611, 1.924], [-0.289, 1.300, 0.593], [0.436, 0.031, 2.628], [1.042, 0.198, -2.211], [0.257, 0.522, 0.037], [1.139, -0.596, 2.068], [-1.666, 0.412, -1.815], [-0.981, -0.970, 0.842], [-0.764, -0.611, -0.177], [-0.234, -1.448, -0.644]],
  "lumo_energy_ha": 0.148,
  "smiles": "CC[C@H](C[O-])NC",
  "gap_ev": 6.326,
  "e_homo_ev": -2.294,
  "charge": -1
}



Q: Which of them is the least stable? A: P.